No. 1
Here is C24H34N2O3 in the gas phase from the Open Molecules 2025 dataset. Energies are from ωB97M-V/def2-TZVPD.

Last column: Mulliken charge in e.
Atoms and positions in Å:
C -4.9586 -2.4342 -1.3859  -0.736
O -3.5891 -2.7296 -1.2313  -0.506
C -2.8357 -2.0908 -0.2878  0.487
C -1.5893 -2.6729 -0.0682  -0.724
C -0.6855 -2.1559 0.8418  0.023
C -1.0605 -1.0498 1.5893  -0.297
C -2.2832 -0.4476 1.3752  -0.270
C -3.1725 -0.9244 0.4186  0.611
O -4.3546 -0.2843 0.1156  -0.404
C -4.5040 1.0606 0.5167  -0.849
C -3.3836 1.9669 0.0637  0.432
C -3.0163 3.0653 0.8297  -0.438
C -1.9818 3.8886 0.4229  -0.654
C -1.2975 3.6173 -0.7495  -0.289
C -1.6621 2.5264 -1.5198  -0.771
C -2.7037 1.7092 -1.1192  -0.074
H -2.9859 0.8593 -1.7232  0.413
H -1.1341 2.3105 -2.4370  0.374
H -0.4815 4.2520 -1.0606  0.498
H -1.7035 4.7390 1.0274  0.392
H -3.5419 3.2743 1.7512  0.387
H -5.4454 1.3712 0.0474  0.387
H -4.6338 1.1311 1.6061  0.350
H -2.5361 0.4277 1.9505  0.389
H -0.3774 -0.6405 2.3155  0.381
C 0.7051 -2.7085 0.9891  -1.197
N 1.6600 -1.6303 0.7963  0.480
C 3.0195 -1.9758 1.1499  -0.721
C 3.8726 -0.7002 1.1224  -0.827
N 3.8072 0.0517 -0.1193  0.106
C 2.4408 0.2014 -0.6097  -0.311
C 1.6927 1.2891 0.1806  -0.038
H 0.6793 1.3729 -0.2148  -0.134
C 2.3777 2.6526 0.0835  -0.714
O 3.6046 2.6984 0.7631  -0.673
H 4.0580 1.8655 0.5431  0.350
H 1.7444 3.4218 0.5355  0.412
H 2.5242 2.9100 -0.9791  0.263
H 1.6203 0.9907 1.2250  0.288
C 1.6395 -1.1078 -0.5536  -0.953
H 2.0553 -1.8397 -1.2725  -0.027
H 0.6053 -0.9066 -0.8387  0.512
H 2.4953 0.5247 -1.6562  0.537
C 4.8542 -0.1765 -1.1073  0.438
H 4.5381 0.3638 -2.0083  0.259
C 6.1644 0.4620 -0.6318  -1.386
H 6.5619 -0.0523 0.2394  0.296
H 6.9065 0.4078 -1.4244  0.476
H 6.0088 1.5065 -0.3745  0.312
C 5.1049 -1.6378 -1.5032  -1.470
H 4.1954 -2.1026 -1.8757  0.313
H 5.8522 -1.6758 -2.2927  0.516
H 5.4753 -2.2122 -0.6575  0.241
H 3.5139 -0.0488 1.9264  0.354
H 4.9117 -0.9508 1.3350  0.498
H 3.4336 -2.7419 0.4694  0.269
H 3.0307 -2.3830 2.1646  0.485
H 0.8638 -3.5408 0.2802  0.324
H 0.8455 -3.0951 2.0038  0.405
H -1.3449 -3.5428 -0.6589  0.394
H -5.1159 -1.4645 -1.8633  0.213
H -5.3498 -3.2218 -2.0306  0.316
H -5.4847 -2.4516 -0.4292  0.283

Properties
Energy above the lowest of the compared OMol25 structures with the same formula, charge and spin in kcal per mole: 77.5
LUMO level in eV: 0.8
Structure (SMILES): COc1cc(CN2CCN(C(C)C)[C@H](CCO)C2)ccc1OCc1ccccc1
Net charge: 0

***

No. 2
Here is C24H34N2O4S in the gas phase at a distorted geometry from the Open Molecules 2025 dataset. Energies are from ωB97M-V/def2-TZVPD.

Last column: Mulliken charge in e.
Atoms and positions in Å:
C 4.7178 1.9504 2.7285  -1.428
C 4.1034 0.8099 1.9775  0.877
C 2.8958 0.2606 2.3933  -0.687
C 2.3091 -0.7762 1.6936  -0.123
C 2.9265 -1.2998 0.5642  0.200
C 4.1260 -0.7450 0.1348  -0.581
C 4.7064 0.2949 0.8365  -0.643
H 5.6396 0.7156 0.4911  0.369
H 4.5990 -1.1287 -0.7568  0.390
C 2.2727 -2.3729 -0.2272  -1.159
H 2.9734 -3.0639 -0.6851  0.548
H 1.5001 -2.8934 0.3306  0.439
S 1.4273 -1.5403 -1.6304  1.102
O 2.3123 -1.5198 -2.7629  -0.736
O 0.9006 -0.2793 -1.1902  -0.552
C -0.0026 -2.6444 -2.0614  -1.063
C -0.8447 -2.8592 -0.8771  0.534
C -0.9026 -3.9040 0.0100  -0.650
C -1.8537 -3.5422 0.9865  -0.547
C -2.3032 -2.2949 0.6390  0.439
C -3.3405 -1.4620 1.2910  0.124
O -4.0133 -1.8930 2.2127  -0.735
N -3.4790 -0.2466 0.7371  0.016
H -2.7587 0.1397 0.1240  0.226
C -4.3938 0.7460 1.2455  -0.927
C -3.6627 2.0459 1.5814  -0.750
H -2.9184 1.8470 2.3530  0.261
C -2.9850 2.6649 0.3518  -0.701
N -1.9197 1.8074 -0.1518  0.706
C -0.6555 1.9367 0.5575  -0.823
C 0.1291 3.2079 0.2012  1.022
C 1.4603 3.2304 0.9428  -1.732
H 2.0217 4.1281 0.6906  0.471
H 1.3021 3.2126 2.0195  0.461
H 2.0509 2.3603 0.6650  0.041
C 0.3478 3.2376 -1.3113  -0.930
C -0.9850 3.1410 -2.0538  0.957
C -0.7720 3.1126 -3.5630  -1.749
H -1.7234 3.0410 -4.0865  0.438
H -0.1606 2.2553 -3.8362  0.260
H -0.2645 4.0162 -3.8940  0.446
C -1.6966 1.8646 -1.5863  -1.026
H -2.6582 1.7525 -2.0959  0.607
H -1.0632 1.0085 -1.8387  -0.228
H -1.6050 4.0096 -1.7982  0.314
H 0.8750 4.1513 -1.5982  0.562
H 0.9663 2.3805 -1.5880  -0.076
H -0.4528 4.0905 0.4956  0.339
H -0.8487 1.9017 1.6320  0.667
H -0.0445 1.0724 0.2848  -0.506
H -2.6270 3.6710 0.6151  0.283
H -3.7338 2.7783 -0.4369  0.531
H -4.3825 2.7607 1.9837  0.420
H -5.1625 0.9440 0.4882  0.253
H -4.8788 0.3291 2.1325  0.495
O -1.6862 -1.8805 -0.4922  -0.197
H -2.1755 -4.1127 1.8325  0.557
H -0.3541 -4.8228 -0.0474  0.560
H 0.4322 -3.5645 -2.4367  0.427
H -0.5263 -2.1106 -2.8505  0.411
H 1.3667 -1.1858 2.0277  0.421
H 2.4081 0.6542 3.2731  0.383
H 4.6005 1.8141 3.8014  0.373
H 5.7758 2.0448 2.4973  0.396
H 4.2236 2.8823 2.4533  0.224

Properties
Energy above the lowest of the compared OMol25 structures with the same formula, charge and spin in kcal per mole: 0.0
LUMO level in eV: 0.5
Structure (SMILES): Cc1ccc(CS(=O)(=O)Cc2ccc(C(=O)NCCCN3C[C@H](C)C[C@H](C)C3)o2)cc1
Net charge: 0

***

No. 3
Here is 3 unconnected molecules or ions with the total composition C24H34NO13P2 at a distorted geometry from the Open Molecules 2025 dataset. Energies are from ωB97M-V/def2-TZVPD.

Last column: Löwdin spin population.
Atoms and positions in Å:
C 3.1809 0.0631 -0.5291  0.000
C 2.7670 -1.2871 -1.2214  0.000
O 3.7774 -1.5638 -2.2123  0.000
C 1.3933 -1.2348 -1.9383  0.001
C 0.1392 -1.5244 -1.0035  0.001
P 0.2931 -3.1087 -0.0064  0.000
P 1.1504 -4.6648 -1.2550  0.000
O 0.4618 -4.8156 -2.5797  0.000
O 2.7854 -4.4668 -1.5708  0.000
O 1.0277 -6.0786 -0.3449  0.000
C -0.0076 -0.2689 -0.0713  0.017
C -1.4417 -0.0697 0.5104  0.027
C -1.4458 1.4153 1.0938  -0.001
C -1.7311 -1.0050 1.7630  0.003
N -2.5165 -0.1105 -0.4951  0.362
O -2.6305 0.9850 -1.1516  0.529
C -2.4838 -1.3076 -1.3631  0.026
C -3.1594 -2.5708 -0.7038  0.004
C -3.4196 -0.9764 -2.5937  -0.002
C -1.0893 -1.6323 -1.9764  0.016
H 2.9237 -0.0349 0.5488  0.000
H 2.5335 0.8638 -0.9295  0.000
H 4.2561 0.2698 -0.6285  0.000
H 2.8735 -2.0872 -0.4765  0.000
H 3.6621 -0.9346 -2.9258  0.000
H 1.3515 -1.9658 -2.7730  0.000
H 1.2343 -0.2395 -2.4096  0.000
H 1.2258 -2.7862 1.0378  0.000
H 3.2523 -4.5283 -0.7305  0.000
H 1.0256 -5.7553 0.5652  0.000
H 0.1985 0.6161 -0.7036  0.001
H 0.6980 -0.3218 0.7816  0.001
H -2.4217 1.6827 1.5292  0.000
H -0.7225 1.3855 1.9477  0.000
H -1.0415 2.1517 0.3845  0.000
H -1.0424 -0.7844 2.6120  0.000
H -2.7484 -0.7425 2.1198  0.001
H -1.7438 -2.0770 1.5086  0.000
H -4.0789 -2.2818 -0.1691  0.001
H -2.4584 -3.1706 -0.1038  0.000
H -3.4629 -3.2152 -1.5529  0.000
H -4.3658 -0.5292 -2.2538  0.000
H -2.8801 -0.3281 -3.3101  0.000
H -3.6469 -1.9059 -3.1507  0.000
H -0.9230 -0.9594 -2.8376  0.001
H -1.0806 -2.6654 -2.3900  0.001
C -1.7728 4.6561 -4.3887  0.000
C -1.7451 3.4878 -3.7404  0.000
C -0.4618 2.8818 -3.2806  0.001
O -0.4956 1.8256 -2.6831  0.009
C 0.7826 3.5903 -3.5782  0.000
C 0.7538 4.7560 -4.2280  0.000
C -0.5314 5.3760 -4.6675  0.000
O -0.5052 6.4480 -5.2403  0.000
O 1.8780 5.4304 -4.5197  0.000
O -2.8680 2.8040 -3.4675  0.000
H -2.6954 5.1074 -4.7254  0.000
H 1.7070 3.1321 -3.2542  0.000
H 1.5839 6.2324 -4.9855  0.000
H -2.5864 2.0004 -2.9828  0.000
C 1.0778 1.5495 7.2285  0.000
C 0.4087 1.6290 6.0760  0.000
C 0.5114 0.5633 5.0366  0.000
O -0.1328 0.6717 4.0089  0.000
C 1.3934 -0.5720 5.3000  0.000
C 2.0653 -0.6505 6.4512  0.000
C 1.9424 0.4020 7.5027  0.000
O 2.5600 0.2766 8.5407  0.000
O 2.8839 -1.6786 6.7213  0.000
O -0.3914 2.6710 5.7940  0.000
H 1.0096 2.3140 7.9897  0.000
H 1.4729 -1.3292 4.5324  0.000
H 3.2418 -1.4984 7.6082  0.000
H -0.7553 2.4886 4.9106  0.000

Properties
Spin multiplicity: 2
LUMO level (alpha / beta) in eV: -2.0 / -2.0
Expectation value of S²: 0.754
Net charge: 0

***

For the records above, the corresponding electronic energy values read -34561.5744 -47445.7454 -72122.9343 eV.
For the records above, the corresponding molecular weight values read 398.55 446.61 606.48 g/mol.